(1)
Density functional theory data (ωB97M-V/def2-TZVPD) for C45H62As3Cl3GeN2OPtS as an isolated structure in a non-equilibrium geometry.

Structure (XYZ):
```
119
Properties=species:S:1:pos:R:3:forces:R:3:mulliken_charge:R:1
Pt 0.118694 -0.951193 0.700875 -2.01 0.21 0.06 0.199
C -2.820564 -3.288605 -0.269534 -0.21 0.06 -0.05 -1.215
As -2.294697 -1.391499 -0.192667 0.04 -1.10 0.45 1.094
C -2.892325 -1.031040 -2.038024 0.37 0.17 0.04 -1.373
C -3.863811 -0.600867 0.722856 -0.05 0.03 -0.32 -1.306
C -4.035413 -0.650419 2.244412 -0.07 -0.04 0.06 2.710
C -5.400561 -0.005908 2.535646 0.13 -0.11 -0.08 -1.631
C -2.992286 0.175936 2.999378 0.05 0.06 0.28 -1.048
As -1.086709 -0.360847 3.044819 -0.11 0.48 0.12 1.443
C -1.132720 -1.540989 4.637026 0.11 -0.07 -0.25 -1.439
C -0.437879 1.169159 4.091160 -0.02 0.06 0.03 -1.244
C -4.014665 -2.079628 2.775745 0.09 -0.09 0.05 -0.074
As -5.473723 -3.310119 2.222578 0.11 -0.04 0.25 0.346
C -4.639311 -4.882460 3.072863 -0.06 -0.01 -0.02 -1.134
C -6.729835 -2.955393 3.707318 0.01 0.00 -0.04 -1.129
H -2.582428 -3.816350 0.649551 0.07 0.03 0.10 -0.051
H -2.276586 -3.773537 -1.080785 0.03 0.08 -0.01 0.531
H -3.893446 -3.371248 -0.460765 0.07 0.00 -0.02 0.481
H -3.904753 -1.412566 -2.182690 0.04 -0.01 0.17 0.398
H -2.219176 -1.542485 -2.730130 -0.02 0.03 0.12 0.422
H -2.877909 0.032583 -2.269009 0.00 0.01 0.06 0.280
H -4.738916 -1.093760 0.274394 0.16 0.08 -0.07 1.061
H -3.876534 0.445217 0.399738 -0.02 -0.05 0.00 -0.506
H -5.415192 1.031678 2.200921 -0.02 0.10 -0.06 -0.563
H -5.621445 -0.024745 3.602072 -0.04 -0.04 0.14 0.480
H -6.188402 -0.542326 2.003732 -0.08 0.05 0.03 0.496
H -3.295211 0.232866 4.053066 -0.02 0.00 -0.03 0.833
H -3.012948 1.181656 2.592807 0.07 0.00 0.09 -1.400
H -1.684346 -1.052971 5.443830 -0.01 0.06 -0.11 0.441
H -0.108081 -1.711713 4.966044 0.04 0.04 -0.04 0.446
H -1.580397 -2.508612 4.429759 -0.05 -0.04 -0.08 0.251
H -1.201255 1.511300 4.794921 0.00 -0.07 -0.02 0.402
H -0.142382 1.996825 3.454098 0.02 0.03 -0.12 -0.030
H 0.440100 0.850153 4.655999 -0.04 -0.01 -0.07 0.574
H -4.022695 -2.047221 3.871979 0.01 -0.09 -0.05 1.092
H -3.063772 -2.534372 2.472318 -0.12 -0.17 0.08 -1.664
H -3.798760 -5.247187 2.484229 0.02 0.07 -0.07 0.234
H -5.363988 -5.691554 3.158000 -0.06 0.03 -0.05 0.440
H -4.282720 -4.633785 4.072701 0.01 0.06 0.02 0.351
H -7.352244 -2.085060 3.508860 0.04 0.05 -0.08 0.289
H -6.199540 -2.799553 4.645871 0.09 0.00 0.03 0.309
H -7.391677 -3.812768 3.825538 0.03 -0.07 -0.06 0.433
C 3.766099 5.301319 0.119125 0.03 0.05 0.01 -0.420
C 2.567943 5.381411 0.811249 0.07 0.16 0.00 -0.886
C 1.820567 4.242401 1.036575 0.05 -0.17 -0.03 -0.330
C 2.246472 2.990633 0.579678 0.10 0.30 -0.20 0.901
C 3.448330 2.930528 -0.126679 0.03 -0.05 -0.01 -0.005
C 4.197292 4.069563 -0.348267 0.07 0.11 -0.02 -1.031
C 1.384758 1.841975 0.837550 -0.39 -0.38 0.15 0.220
C 1.548129 0.568539 0.480345 0.08 -2.12 0.59 0.299
C 2.717457 -0.060047 -0.094355 1.11 0.21 -0.48 -0.406
C 3.794148 -0.386713 0.748138 -0.40 0.15 -0.25 0.435
C 4.958161 -0.911445 0.231655 0.14 -0.12 -0.11 -0.995
C 5.079196 -1.128505 -1.133296 0.16 -0.09 -0.07 -0.513
C 4.009664 -0.852748 -1.973801 0.19 -0.13 -0.04 -0.752
C 2.835212 -0.338149 -1.467314 -0.17 0.23 0.53 0.342
H 4.359789 6.187761 -0.051041 0.03 0.07 -0.03 0.386
H 2.215778 6.337280 1.173927 -0.02 0.07 0.04 0.409
H 0.885245 4.312072 1.575440 -0.13 -0.02 0.07 0.403
H 3.798281 1.986614 -0.508565 0.07 -0.04 -0.04 0.313
H 5.126180 3.994119 -0.896219 0.07 0.00 -0.03 0.428
H 0.469024 2.103158 1.351552 0.07 -0.06 0.05 -0.617
H 3.697936 -0.192253 1.805406 -0.01 0.04 0.14 0.539
H 5.782388 -1.144252 0.892815 0.06 0.00 0.02 0.416
H 6.003914 -1.511880 -1.538228 0.06 -0.08 -0.05 0.391
H 4.098205 -1.042901 -3.034415 0.01 0.00 -0.08 0.392
H 2.003425 -0.114258 -2.121254 -0.07 0.01 -0.02 0.355
C 2.539066 -5.482560 1.448631 -0.48 0.55 -0.10 -1.292
Ge 1.294010 -3.932749 1.712808 0.12 0.09 0.57 0.542
C 2.138695 -2.713557 3.037056 -0.26 -0.16 -0.26 -0.769
C -0.383887 -4.627050 2.536469 0.38 0.20 -0.27 -0.707
C 0.862436 -2.927798 0.091135 0.35 1.62 -0.38 -1.185
H 2.731698 -5.979895 2.395387 -0.02 0.00 0.16 0.361
H 3.484086 -5.135446 1.040584 0.10 0.07 -0.05 0.353
H 2.112227 -6.208081 0.761957 -0.06 -0.09 -0.10 0.379
H 2.053502 -3.107151 4.046209 -0.03 -0.12 0.16 0.482
H 1.652689 -1.734826 2.989421 0.08 -0.10 -0.01 -0.203
H 3.192601 -2.580569 2.813451 0.16 0.03 -0.08 0.405
H -0.224238 -4.929310 3.567435 0.08 -0.04 0.15 0.484
H -0.771357 -5.481138 1.987090 -0.07 -0.10 -0.11 0.412
H -1.130938 -3.836117 2.526572 -0.12 0.10 0.00 -0.439
H 0.119987 -3.430014 -0.533422 0.03 0.04 0.03 0.514
H 1.755047 -2.743678 -0.509404 0.05 -0.26 -0.04 0.480
Cl -2.112620 3.811221 7.633908 0.03 -0.02 0.11 -0.220
C -2.770465 4.188859 6.083345 -0.15 -0.01 -0.35 0.450
C -3.491124 3.231334 5.380293 0.16 0.20 0.18 -0.846
C -3.976479 3.541895 4.125001 -0.06 0.11 0.00 0.332
C -3.762737 4.785382 3.540295 -0.01 0.20 0.08 -0.696
C -4.259511 5.073038 2.138276 0.18 0.27 -0.18 -0.563
C -3.084299 5.265559 1.128080 -0.36 0.39 0.30 -1.222
N -2.531825 4.011742 0.700208 0.20 -0.24 -0.09 0.445
C -2.394054 3.555707 -0.582241 0.00 -0.07 -0.30 -1.499
C -1.867286 2.300395 -0.485183 -0.07 0.14 -0.18 -0.623
N -1.690427 1.974761 0.821479 -0.04 -0.09 0.33 0.321
C -2.081307 3.022070 1.500181 0.06 -0.02 0.03 -0.763
O -5.100202 4.012577 1.761669 0.08 -0.01 0.23 0.157
C -5.981033 4.242612 0.677052 -0.07 0.03 -0.18 -1.258
C -6.893654 3.059472 0.621999 0.33 -0.21 -0.47 -0.005
C -6.799772 2.032319 -0.277721 -0.45 -0.02 0.33 0.898
Cl -5.694836 1.900376 -1.574174 0.10 -0.03 -0.12 -0.155
S -7.973488 0.787755 0.008044 0.31 0.58 0.11 -0.221
C -8.571472 1.648945 1.375839 0.13 -0.11 -0.32 -0.433
C -7.916744 2.820321 1.573204 -0.16 -0.26 0.05 -0.848
C -3.077696 5.743720 4.290208 -0.11 -0.44 0.00 0.759
Cl -2.847998 7.351775 3.684689 0.00 0.16 -0.03 -0.197
C -2.572359 5.451258 5.546927 0.03 -0.05 0.07 -0.790
H -3.659347 2.256291 5.809033 -0.01 -0.09 0.06 0.496
H -4.533256 2.807132 3.567060 -0.04 -0.11 -0.03 0.307
H -4.812423 6.027153 2.160950 0.02 -0.16 -0.04 0.770
H -2.312055 5.881205 1.601697 -0.16 -0.06 -0.22 0.466
H -3.454686 5.793193 0.244491 0.12 -0.06 0.10 0.420
H -2.646393 4.160763 -1.428920 -0.10 0.13 -0.17 0.571
H -1.580049 1.612804 -1.256447 0.05 0.00 -0.25 0.737
H -2.054022 3.125454 2.565109 0.04 -0.02 0.24 0.638
H -5.431785 4.342335 -0.267090 -0.03 0.03 0.08 0.409
H -6.563109 5.160895 0.848668 0.11 -0.07 -0.01 0.429
H -9.384236 1.234286 1.937317 -0.17 -0.05 0.17 0.495
H -8.130835 3.497968 2.379530 -0.09 0.13 0.17 0.451
H -2.028917 6.201317 6.099011 0.03 0.06 0.05 0.468
```
Forces are in eV/Å.

For the total energy, the calculation gives -12618.887682 hartree. For the orbital gap, the calculation gives 6.12 eV. The LUMO energy comes out at -0.14 eV.

***

(2)
Density functional theory data (ωB97M-V/def2-TZVPD) for a 2-piece molecular cluster, C4H5NO overall in a non-equilibrium geometry.

Structure (XYZ):
```
11
Properties=species:S:1:pos:R:3:forces:R:3:mulliken_charge:R:1
C -0.246409 0.891047 -0.090877 -2.60 2.25 1.85 -0.823
C -0.763191 0.447128 1.061412 1.56 2.53 -4.42 0.241
C -1.324436 -0.390354 1.820876 0.25 -0.52 1.29 -0.696
H 0.702677 1.280693 -0.289763 1.88 0.19 0.79 0.311
H -0.839542 1.361002 -0.866988 -0.95 -0.55 0.05 0.293
H -1.645548 -0.092603 2.780213 -0.69 -0.28 0.97 0.292
H -1.031065 -1.359669 1.495388 -0.54 -1.25 0.24 0.328
N 1.625916 -0.473774 -2.101619 1.93 1.16 -3.80 -0.480
C 1.008035 -0.711231 -1.136385 0.86 -1.19 -0.75 0.594
O 0.567038 -1.365060 -0.348339 -2.41 -4.04 4.53 -0.317
H 1.946526 0.412820 -2.323919 0.70 1.70 -0.75 0.257
```
Forces are in eV/Å.

For the total energy, the calculation gives -285.272351 hartree. For the orbital gap, the calculation gives 10.09 eV. The LUMO energy comes out at 0.60 eV. The energy relative to the best compared isomer or geometry (same formula, charge and spin) comes out at 373.4 kJ/mol. As for the SMILES: C=C=C.N=C=O.

***

> What is the formula in the second record?

C4H5NO

***

> total energy of number 2 (C4H5NO)?

-285.272351 hartree

***

> Among the records above, which one has the lowest total energy?

C45H62As3Cl3GeN2OPtS

***

What did the second record say?
Density functional theory data (ωB97M-V/def2-TZVPD) for a 2-piece molecular cluster, C4H5NO overall in a non-equilibrium geometry.

Structure (XYZ):
```
11
Properties=species:S:1:pos:R:3:forces:R:3:mulliken_charge:R:1
C -0.246409 0.891047 -0.090877 -2.60 2.25 1.85 -0.823
C -0.763191 0.447128 1.061412 1.56 2.53 -4.42 0.241
C -1.324436 -0.390354 1.820876 0.25 -0.52 1.29 -0.696
H 0.702677 1.280693 -0.289763 1.88 0.19 0.79 0.311
H -0.839542 1.361002 -0.866988 -0.95 -0.55 0.05 0.293
H -1.645548 -0.092603 2.780213 -0.69 -0.28 0.97 0.292
H -1.031065 -1.359669 1.495388 -0.54 -1.25 0.24 0.328
N 1.625916 -0.473774 -2.101619 1.93 1.16 -3.80 -0.480
C 1.008035 -0.711231 -1.136385 0.86 -1.19 -0.75 0.594
O 0.567038 -1.365060 -0.348339 -2.41 -4.04 4.53 -0.317
H 1.946526 0.412820 -2.323919 0.70 1.70 -0.75 0.257
```
Forces are in eV/Å.

For the total energy, the calculation gives -285.272351 hartree. For the orbital gap, the calculation gives 10.09 eV. The LUMO energy comes out at 0.60 eV. The energy relative to the best compared isomer or geometry (same formula, charge and spin) comes out at 373.4 kJ/mol. As for the SMILES: C=C=C.N=C=O.